Record 1
{
  "formula": "C4H10O4S",
  "method": "ωB97M-V with the def2-TZVPD basis set",
  "e_homo_ha": -0.3386,
  "relative_energy_kj_mol": 87.2,
  "total_energy_ha": -857.51063,
  "gap_ha": 0.3668,
  "symbols": ["C", "C", "C", "C", "O", "O", "O", "O", "S", "H", "H", "H", "H", "H", "H", "H", "H", "H", "H"],
  "positions_angstrom": [[-3.098, -0.026, 0.513], [3.321, 0.587, -0.890], [-2.098, 0.992, 0.457], [2.199, -0.342, -0.413], [-1.137, -0.834, -0.969], [-0.255, -0.749, 1.359], [1.536, -1.022, -1.130], [2.305, -0.397, 0.905], [-0.480, 0.080, 0.117], [-4.068, 0.269, 0.809], [-3.138, -0.434, -0.482], [-2.745, -0.892, 1.208], [3.589, 1.269, -0.075], [2.911, 1.130, -1.714], [4.211, -0.135, -1.152], [-1.973, 1.508, 1.385], [-2.037, 1.767, -0.273], [-0.755, -1.725, -0.861], [1.713, -1.046, 1.208]],
  "forces_ev_per_a": [[-0.6, -3.2, 0.3], [0.4, -1.5, 0.3], [3.2, 0.6, 0.6], [3.8, 1.1, 0.0], [-0.3, -1.6, -1.2], [-0.4, 0.4, -1.4], [-0.9, -1.0, -0.5], [1.1, 0.8, -0.4], [-0.5, 1.6, 3.3], [-1.0, 0.5, 0.4], [-0.7, -0.5, -0.2], [-0.7, 1.6, -1.0], [0.1, -0.3, -0.4], [0.4, 0.3, -0.9], [-1.7, 1.7, 0.3], [0.5, 0.2, 0.8], [-0.9, 0.4, -1.1], [0.1, 0.3, -0.3], [-1.9, -1.5, 1.2]],
  "mulliken_charge": [-0.963, -0.960, -0.579, 0.661, -0.455, -0.696, -0.567, -0.386, 0.663, 0.398, 0.263, 0.206, 0.299, 0.300, 0.247, 0.378, 0.402, 0.351, 0.437]
}


Record 2
{
  "formula": "C30H49BeCaF3N8O12PS4Si",
  "method": "ωB97M-V with the def2-TZVPD basis set",
  "e_homo_ha": -0.3206,
  "total_charge": 1,
  "total_energy_ha": -5726.91061,
  "gap_ha": 0.0401,
  "symbols": ["C", "C", "N", "C", "C", "N", "C", "N", "C", "C", "C", "C", "S", "C", "N", "N", "C", "O", "C", "F", "F", "C", "C", "Si", "C", "C", "C", "C", "C", "C", "C", "C", "N", "C", "C", "N", "C", "S", "N", "C", "S", "O", "H", "H", "H", "H", "H", "H", "H", "H", "H", "H", "H", "H", "H", "H", "H", "H", "H", "H", "H", "H", "H", "H", "H", "H", "H", "H", "H", "H", "H", "H", "H", "H", "H", "H", "H", "O", "S", "O", "O", "O", "Ca", "O", "H", "C", "O", "H", "H", "H", "H", "F", "C", "O", "P", "O", "O", "C", "O", "C", "H", "H", "H", "H", "H", "H", "H", "H", "H", "Be"],
  "positions_angstrom": [[-2.059, -3.599, 2.483], [-0.446, -3.823, 2.665], [0.065, -3.656, 3.958], [0.643, -4.179, 1.500], [0.367, -3.509, 0.035], [1.694, -3.345, -0.652], [1.731, -2.091, -1.464], [1.946, -1.994, -2.844], [2.125, -3.239, -3.683], [3.743, -3.601, -3.640], [4.511, -3.413, -5.075], [6.098, -3.014, -4.731], [6.439, -1.170, -4.953], [7.415, -0.466, -3.518], [8.502, -1.038, -2.635], [8.990, -0.113, -1.686], [8.235, 1.211, -1.864], [7.295, 0.923, -2.993], [2.006, -0.615, -3.536], [2.414, -0.733, -4.987], [3.083, 0.263, -2.940], [0.528, 0.136, -3.578], [-0.075, 0.305, -5.098], [-1.847, 1.137, -4.949], [-3.200, -0.252, -5.141], [-2.148, 1.950, -3.215], [-2.108, 2.561, -6.255], [-0.867, 3.611, -6.464], [-1.126, 4.847, -7.560], [-2.527, 4.975, -8.410], [-3.735, 3.894, -8.162], [-3.564, 2.667, -7.057], [1.491, -0.811, -0.630], [2.810, -0.657, 0.135], [0.326, -1.073, 0.311], [-0.652, 0.097, 0.068], [-1.894, -0.510, -0.163], [-3.556, -0.887, 0.157], [0.723, -0.922, 1.795], [0.345, 0.350, 2.244], [0.333, 2.002, 2.769], [-0.444, -2.289, 0.028], [-2.578, -4.308, 1.712], [-2.541, -3.774, 3.560], [-2.232, -2.442, 2.259], [1.110, -3.815, 3.901], [0.612, -5.361, 1.353], [1.739, -3.914, 1.813], [-0.243, -4.320, -0.594], [2.065, -4.196, -1.098], [1.585, -4.198, -3.218], [1.692, -3.163, -4.780], [3.918, -4.692, -3.213], [4.268, -2.855, -2.874], [4.084, -2.544, -5.734], [4.568, -4.413, -5.720], [6.433, -3.390, -3.662], [6.817, -3.570, -5.500], [8.368, 2.215, -1.256], [0.729, 1.243, -3.180], [-0.194, -0.387, -2.818], [-0.211, -0.762, -5.613], [0.543, 1.039, -5.785], [-4.232, 0.204, -5.514], [-2.847, -1.087, -5.896], [-3.436, -0.729, -4.074], [-2.225, 1.091, -2.424], [-1.392, 2.801, -2.942], [-3.219, 2.452, -3.273], [0.139, 3.516, -5.851], [-0.275, 5.639, -7.718], [-2.640, 5.864, -9.170], [-4.741, 3.975, -8.770], [-4.457, 1.905, -6.861], [3.742, -0.553, -0.602], [2.836, 0.339, 0.792], [3.066, -1.615, 0.799], [-0.102, -0.581, 7.554], [0.147, 0.045, 6.243], [0.473, 1.470, 6.433], [-1.059, -0.075, 5.404], [1.276, -0.634, 5.581], [-0.996, -5.856, -0.629], [-2.600, 7.415, -10.411], [-2.428, 8.225, -9.966], [-2.327, -3.375, 8.335], [-1.766, -2.843, 9.521], [-2.843, -4.308, 8.573], [-3.042, -2.662, 7.917], [-1.532, -3.575, 7.612], [-1.316, -2.016, 9.278], [4.018, 1.412, -4.653], [-3.003, 3.978, 5.740], [-2.144, 4.000, 6.872], [-2.394, 2.840, 8.131], [-2.387, 1.694, 7.114], [-3.931, 3.417, 8.323], [-4.061, 4.722, 8.864], [-2.644, 1.680, 9.390], [-3.309, 2.063, 10.574], [-2.401, 3.789, 4.845], [-3.789, 3.222, 5.813], [-3.472, 4.959, 5.647], [-4.658, 5.330, 8.179], [-3.088, 5.199, 9.014], [-4.578, 4.663, 9.824], [-4.389, 2.092, 10.407], [-2.951, 3.031, 10.929], [-3.112, 1.308, 11.340], [-4.050, 3.249, 3.885]],
  "forces_ev_per_a": [[0.7, 0.7, 1.2], [1.9, 0.8, 4.6], [-1.5, -1.2, -6.2], [-0.8, 0.0, -0.2], [0.4, -0.4, 1.4], [-1.2, 3.0, -2.3], [-0.4, 0.6, -1.1], [-0.6, -0.5, 3.1], [1.1, -2.2, -0.3], [0.5, 0.4, -0.2], [1.4, 0.1, 0.2], [0.9, -1.8, 0.2], [0.5, 0.7, 1.6], [4.6, 1.4, 6.0], [-2.9, 3.0, -1.8], [-4.5, 4.0, -2.7], [0.8, -7.1, -2.5], [1.1, -1.0, 0.9], [1.3, 3.7, -2.2], [-1.0, -0.9, 4.9], [-3.9, -3.9, -1.1], [0.9, 1.2, 0.1], [0.1, -0.5, 0.1], [-0.7, 0.1, 0.1], [-1.1, -0.6, 0.1], [-0.9, 0.5, 0.4], [-0.1, 2.6, -2.3], [-4.4, 1.0, -2.9], [-2.1, -2.7, 1.2], [0.6, -3.1, 2.8], [2.8, -0.9, 2.5], [3.0, 3.7, -1.6], [1.1, -4.0, -0.4], [2.7, 0.4, 0.8], [-0.8, 2.5, 1.1], [-6.3, -5.8, -2.1], [0.7, 3.3, 3.3], [5.6, 1.2, -1.6], [-2.8, 6.1, 0.3], [2.7, -0.8, -0.7], [-0.2, -6.4, -1.7], [3.4, -1.2, 0.1], [1.0, 1.4, 1.2], [1.2, 0.2, -2.5], [0.3, -2.7, 0.1], [-1.3, 0.4, 0.2], [0.2, 1.9, 0.2], [-2.3, -0.5, -0.5], [2.1, 4.8, 0.6], [-0.3, 0.5, 0.1], [0.7, 2.5, -0.6], [1.0, 0.5, 2.4], [-0.5, 2.2, -1.0], [-1.2, -1.5, -1.6], [0.5, -1.7, 1.4], [-0.4, 2.2, 1.5], [-0.8, 0.9, -2.1], [-1.6, 1.3, 1.7], [-0.7, -2.3, -1.9], [-0.3, -2.6, -0.7], [1.3, 0.9, -1.6], [0.4, 2.4, 1.0], [-0.7, -1.8, 1.6], [2.2, -1.1, 0.7], [-0.9, 1.6, 1.6], [0.6, 0.9, -2.3], [0.3, 1.8, -1.2], [-1.4, -1.8, -0.3], [2.1, -1.0, 0.1], [-2.3, 0.2, -1.5], [-2.0, -1.7, 0.3], [0.3, -1.6, 1.0], [2.4, -0.1, 1.4], [2.3, 1.9, -0.5], [-2.4, -0.1, 1.2], [-0.4, -2.4, -1.5], [-0.8, 2.2, -1.2], [0.0, -0.1, -0.8], [-0.1, -0.4, 0.2], [-0.1, -0.3, -0.6], [0.4, 0.2, 0.3], [-0.2, 0.5, 0.5], [-1.8, -3.4, 0.0], [-0.3, -1.7, -0.3], [0.3, 1.4, 0.7], [0.1, 0.2, 0.0], [0.2, 0.4, 0.1], [0.1, 0.1, 0.1], [-0.1, -0.1, -0.2], [-0.1, -0.1, -0.2], [-0.2, -0.4, 0.1], [0.1, 0.4, -0.4], [0.3, 0.3, 1.2], [1.9, 1.3, 1.8], [-5.6, -5.3, -5.4], [1.0, 0.9, 1.0], [0.9, 0.0, 0.8], [-0.3, 0.6, 0.2], [2.1, 2.5, 0.3], [-0.4, -0.2, 0.8], [0.5, -0.1, -0.1], [-0.1, -0.3, 0.4], [-0.1, 0.1, -0.2], [0.1, 0.0, 0.1], [-0.2, 0.1, -0.1], [0.0, 0.0, -0.1], [0.1, 0.2, -0.1], [-0.2, -0.1, 0.2], [0.2, 0.1, -0.1], [-0.2, -0.2, -0.6]],
  "mulliken_charge": [-0.566, 0.469, -0.523, -0.489, 0.977, -0.129, -0.948, 0.650, -0.824, -0.428, -0.350, -0.837, -0.003, 0.367, -0.251, -0.321, -0.001, -0.211, 0.731, -0.300, -0.305, -0.358, -0.273, 0.413, -0.961, -0.584, 0.431, -0.240, -0.473, -0.161, -0.440, -0.216, 0.526, -0.642, 1.095, -0.545, 0.086, -0.086, -0.424, 0.123, -0.002, -0.373, 0.135, 0.358, -0.015, 0.261, 0.212, 0.328, -0.699, 0.490, 0.182, 0.490, 0.363, 0.211, 0.234, 0.336, 0.417, 0.375, 0.330, 0.186, -0.221, 0.263, 0.290, 0.241, 0.293, 0.218, -0.099, 0.301, 0.330, 0.287, 0.315, 0.345, 0.303, 0.071, 0.239, 0.334, 0.237, -0.402, 1.254, -0.400, -0.351, -0.447, 0.411, -0.611, 0.283, -0.466, -0.525, 0.288, 0.206, 0.186, 0.326, -0.631, -0.625, -0.450, 1.062, -0.504, -0.346, -0.853, -0.213, -0.622, 0.098, 0.255, 0.499, 0.256, 0.434, 0.310, 0.252, 0.312, 0.256, 0.211]
}